(1)
The following is a quantum chemistry calculation of a molecular structure, C21H45BiOP3Se, from OMol25.

Results
Spin multiplicity: 1
Charge: +3
Total energy, Eh: -4541.34663
ΔE to the lowest compared entry with this formula, charge and spin, kcal per mole: 43.1

Structure (XYZ):
```
72
Properties=species:S:1:pos:R:3:forces:R:3
Bi 0.560817 -0.009276 0.401114 -2.3365 0.5030 -0.7014
P 0.483586 2.414341 1.942705 0.7824 0.3863 1.3282
P -2.527435 1.104246 0.523957 -0.9339 -0.5479 0.1556
P 0.110821 1.934192 -1.816520 0.0904 0.6599 -1.3542
H 5.583005 -4.019258 -2.094131 0.5610 0.0095 0.0320
C 6.087003 -3.063159 -2.254370 -0.1502 0.8900 0.7200
C 5.868261 -2.060617 -1.370523 0.1406 -0.3129 -0.5894
H 5.291419 -2.183009 -0.419307 0.4232 -0.1219 -1.0410
C 0.586223 1.732087 3.631744 -0.0792 -0.1555 -0.1015
C -0.711955 3.787861 2.150167 -0.3131 -0.0489 -0.4757
C 2.092145 3.274226 1.726468 -0.0283 -0.1695 -0.3362
C -3.665867 0.011125 -0.420881 0.4364 -0.1212 -0.1359
C -3.205199 0.873475 2.220394 0.3366 0.0657 0.0795
C -3.243104 2.738366 0.047669 0.5108 0.1370 -0.0053
C 1.597765 1.896930 -2.886224 0.1001 -0.2110 0.2926
C -0.134432 3.731617 -1.480503 -0.0697 -0.2919 0.4887
C -1.251577 1.478210 -2.970207 0.0046 -0.2946 0.3872
H 6.739675 -2.990456 -3.151042 -0.6450 0.1754 0.7894
H 6.256304 -1.044064 -1.547521 0.0623 -0.6756 0.1808
H 1.251298 0.861453 3.640938 -0.0705 0.1620 0.1226
H -0.410528 1.420346 3.969246 0.2672 0.0581 -0.0639
H 0.975762 2.489754 4.317835 -0.0433 -0.0561 -0.0595
H -1.676642 3.423929 2.524816 0.2989 0.0661 -0.0780
H -0.871219 4.324784 1.206215 0.0837 -0.1052 0.3257
H -0.300296 4.494715 2.884622 0.0738 -0.2685 -0.1166
H 2.931660 2.564735 1.791843 -0.2730 0.2143 0.0439
H 2.183573 4.022724 2.529363 0.0186 -0.2104 -0.2722
H 2.139910 3.775223 0.745804 0.0355 -0.1107 0.4382
H -4.696100 0.378889 -0.310665 0.2842 -0.1311 -0.0142
H -3.593200 -1.013655 -0.030453 -0.0965 0.3016 -0.2058
H -3.378949 0.015585 -1.482437 -0.2558 -0.0911 0.2931
H -4.238288 1.246538 2.261554 0.2872 -0.0426 -0.0370
H -2.590892 1.414272 2.956453 -0.3241 -0.2055 -0.1276
H -3.193432 -0.196711 2.465220 0.0329 0.3652 -0.0814
H -4.319797 2.724191 0.254460 0.2048 -0.0717 -0.0296
H -3.089956 2.921483 -1.022882 -0.1574 0.0142 0.2844
H -2.783086 3.551754 0.620010 -0.2629 -0.1743 -0.2401
H 1.409282 2.467781 -3.809337 -0.0019 -0.1721 0.3050
H 1.827728 0.849163 -3.141063 0.0214 0.3995 0.0250
H 2.450772 2.349583 -2.355369 -0.2356 -0.2275 -0.2137
H 0.002239 4.267726 -2.430024 0.0204 -0.1425 0.1722
H 0.613496 4.083547 -0.749614 -0.3427 -0.0377 -0.4168
H -1.152215 3.926075 -1.102962 0.5153 -0.0850 -0.1587
H -1.089814 1.992400 -3.931014 0.0361 -0.1269 0.3149
H -2.227139 1.782282 -2.561634 0.3855 -0.1753 -0.1803
H -1.244205 0.385645 -3.132490 -0.0538 0.4832 -0.0160
C 0.491147 -2.334803 -2.567522 0.2699 0.3164 0.2541
C 1.811009 -2.483868 -2.070480 0.3271 -0.1302 0.4982
C 2.818994 -3.083419 -2.803408 -0.1936 0.2623 0.1622
C 2.550759 -3.412866 -4.140649 -0.1818 -0.0221 0.0941
C 1.292502 -3.155020 -4.687709 -0.7342 0.4073 -0.2456
C 0.259342 -2.598459 -3.930910 -0.0337 -0.6105 -0.4508
Se -0.863175 -1.982864 -1.320858 0.5947 0.4307 -0.5513
H 1.293785 -1.537736 1.091388 0.3126 -0.0574 0.3542
H 1.983160 -2.161176 -1.040849 0.2149 -0.4162 -0.1839
H 3.795124 -3.270453 -2.350265 -0.5233 0.2269 -0.2999
H 3.289737 -3.856235 -4.803019 0.0847 0.0171 0.3495
H 1.137516 -3.401138 -5.740376 -0.1280 0.1532 0.3484
H -0.723749 -2.407634 -4.362245 0.2598 -0.2031 0.0303
C -2.216986 -3.541336 3.052731 -0.1085 0.1568 0.7243
C -1.388598 -2.839021 4.163623 0.5352 -0.2710 0.0162
C -0.903252 -1.530064 3.541480 -0.0482 0.2784 0.0195
O -1.203746 -1.564748 2.117469 0.0233 0.0424 -0.1837
C -1.880034 -2.809763 1.760963 0.1286 -0.1871 -0.2079
H -1.967980 -4.601315 2.991456 -0.0544 0.1224 -0.0235
H -3.285300 -3.466329 3.301020 0.3132 -0.0048 -0.2679
H -0.520006 -3.449707 4.463829 -0.4225 0.1987 -0.1626
H -1.968369 -2.636745 5.071737 0.0669 -0.1623 -0.3124
H 0.182987 -1.383625 3.641704 -0.2702 -0.0755 0.0769
H -1.424303 -0.657926 3.972375 0.1823 -0.2796 -0.1825
H -1.206070 -3.384892 1.097321 -0.2735 0.1719 0.4097
H -2.801911 -2.579904 1.209771 0.3184 0.1292 0.0073
```
Positions in Å, forces in eV/Å.


(2)
The following is a quantum chemistry calculation of a molecular structure, C31H47FN3O4PmS5, from OMol25.

Results
Expectation value of S²: 6.0046
Spin multiplicity: 5
Charge: +2
Total energy, Eh: -4373.57220
ΔE to the lowest compared entry with this formula, charge and spin, kcal per mole: 0.0

Structure (XYZ):
```
92
Properties=species:S:1:pos:R:3:forces:R:3
Pm -0.560365 -0.507433 1.215808 2.4260 -3.5347 0.8235
C -0.299308 -3.993100 3.225966 0.3797 0.1529 -0.2213
C -1.620314 -4.223067 2.523510 -0.1654 0.5504 -0.1640
S -2.588021 -2.710827 2.145329 0.0157 -0.2724 0.4271
C -3.440212 -2.333656 3.724548 0.3361 0.0022 -0.4509
C -2.636818 -1.546806 4.743832 0.2355 0.4740 -0.1488
S -1.965510 -0.030892 3.940506 0.0296 -0.4556 0.6203
C -0.705405 0.494583 5.153535 -0.2248 -0.0920 -0.3712
C 0.584192 -0.299390 5.079024 0.3372 0.1037 -0.4091
S 1.427750 0.034841 3.472499 0.0356 -0.3647 0.4111
C 2.690892 -1.286436 3.448603 -0.2694 0.3476 0.0082
C 2.186349 -2.718015 3.431513 -0.1989 -0.0689 -0.4099
S 0.894478 -3.071348 2.160578 -0.2627 -0.1735 0.5816
H 0.157292 -4.957217 3.449163 -0.0041 0.0013 0.1128
H -0.432516 -3.428289 4.147287 0.0072 -0.0638 0.0264
H -2.256518 -4.874975 3.122123 0.0098 -0.0559 -0.0767
H -1.459031 -4.685796 1.549591 -0.0545 -0.1237 0.0263
H -3.804573 -3.271735 4.143841 -0.0689 0.0643 -0.0069
H -4.289856 -1.736515 3.395839 -0.1388 -0.0783 0.0689
H -1.824098 -2.127722 5.177700 0.0025 -0.0211 -0.0311
H -3.304874 -1.228126 5.544540 0.0552 -0.0285 0.0536
H -1.144087 0.440220 6.150134 0.0467 0.0698 -0.0198
H -0.515611 1.540502 4.905599 -0.0528 0.0151 0.1488
H 0.407606 -1.371262 5.164661 -0.0373 0.0061 0.0494
H 1.260634 0.018426 5.873563 -0.0127 -0.0716 0.0144
H 3.335059 -1.140602 4.314859 0.0809 -0.0206 0.0072
H 3.245962 -1.074210 2.534878 0.0214 0.0016 0.2185
H 1.772471 -3.008585 4.395255 -0.0103 -0.0575 -0.0188
H 3.027925 -3.373028 3.200797 -0.0513 -0.0109 0.1565
C -4.604252 5.106752 -1.481823 0.2403 0.0073 0.0270
C -3.239081 5.146166 -2.171253 -0.6021 0.7022 -0.2775
C -3.441471 5.234460 -3.683036 0.3186 0.1047 0.0618
C -2.097912 5.287853 -4.390097 -0.1833 0.0441 0.0288
C -1.310735 4.070571 -4.026616 0.0604 -0.0149 -0.1701
C -0.400469 3.539056 -4.913352 -0.0316 -0.0802 0.2507
C 0.332800 2.402135 -4.580608 -0.0449 -0.2099 0.4387
F 1.229305 1.923520 -5.452135 -0.1150 0.0640 0.0243
C 0.152211 1.772742 -3.378696 0.0457 0.0974 -0.3043
C -0.774766 2.292025 -2.463874 -0.0109 0.0432 -0.0322
C -0.939656 1.628215 -1.193300 -0.4842 0.9119 -0.3913
O -0.323418 0.567032 -0.883024 -0.2521 0.0379 0.0804
C -1.842875 2.271262 -0.294800 0.5034 -0.5317 -0.0487
C -2.520486 3.398991 -0.640319 0.0676 -0.1090 0.0439
N -2.412499 3.966963 -1.852082 -0.0894 -0.2282 0.4856
C -1.521282 3.454863 -2.771531 0.6778 -0.6156 -0.3142
C -1.844560 1.453645 0.961557 -1.4464 2.6670 -0.7778
O -2.562789 0.427308 0.985948 -0.9698 -0.0161 -0.1185
O -0.883035 1.604890 1.756576 0.0347 1.0044 0.3434
H -5.247106 5.846785 -1.952403 0.0000 0.0507 0.0229
H -4.555399 5.349754 -0.423725 -0.0281 0.0041 0.0771
H -5.072774 4.132106 -1.603274 -0.0487 -0.0912 -0.0281
H -2.686214 6.033286 -1.832968 -0.0554 -0.1168 -0.0917
H -4.020878 6.126468 -3.915435 -0.0530 -0.0207 0.1100
H -4.007262 4.364955 -4.023179 -0.0903 -0.0259 -0.0050
H -1.552375 6.181804 -4.076914 -0.0042 0.0642 -0.0435
H -2.224194 5.342221 -5.470688 0.0265 0.0237 0.0071
H -0.241468 3.997497 -5.876336 -0.0044 0.1057 -0.1225
H 0.707626 0.888246 -3.112691 0.0981 -0.0833 0.0111
H -3.168443 3.878058 0.075601 -0.1428 0.0510 -0.1056
C 3.149163 -2.399070 -2.092692 -0.2968 -0.3138 -0.0062
N 4.101723 -1.448861 -1.573854 0.0731 0.1054 0.3107
C 5.163399 -1.121898 -2.505949 0.3050 0.0828 -0.1657
C 3.865410 -0.762477 -0.446094 -0.1261 -0.1403 0.1618
S 2.295948 -0.722514 0.222122 -0.0161 0.1158 -0.1875
N 4.888635 -0.153989 0.180921 -0.1229 -0.1016 -0.3038
C 6.237260 -0.685032 0.183414 0.3725 -0.1259 -0.0886
C 4.696622 0.961252 1.075343 -0.1987 0.4410 0.2310
H 3.688501 -3.189745 -2.612101 0.0443 -0.0047 -0.0078
H 2.464891 -1.926525 -2.802439 -0.0362 0.0255 0.0120
H 2.581741 -2.830182 -1.272116 -0.0055 -0.0487 -0.0925
H 4.733388 -1.055305 -3.505728 -0.0154 0.0237 0.0060
H 5.933430 -1.894157 -2.520064 0.0512 0.0395 -0.0161
H 5.607128 -0.163198 -2.263400 0.0434 0.0415 0.0185
H 6.253380 -1.691278 -0.224990 0.0115 0.0084 -0.0106
H 6.584159 -0.730661 1.217957 -0.0264 -0.0096 -0.0260
H 6.934510 -0.054703 -0.372261 -0.0153 -0.0248 -0.0150
H 3.666040 1.307771 1.030968 0.1367 -0.0007 -0.0005
H 5.361368 1.773303 0.773340 0.0039 -0.0021 0.0532
H 4.937919 0.689624 2.106496 -0.0071 -0.0321 -0.0201
C -2.439500 -3.190111 -2.199080 0.1110 0.2290 0.2156
C -0.970821 -3.070194 -2.596946 -0.0894 0.0779 0.2001
C -0.304181 -2.632542 -1.291655 0.6777 -0.2356 -0.3629
O -1.341350 -2.099111 -0.435574 -0.0522 -0.1676 -0.3055
C -2.563869 -2.048299 -1.199386 -0.6854 0.0022 -0.2335
H -2.636857 -4.146222 -1.714316 -0.0447 -0.0144 0.0296
H -3.113241 -3.076599 -3.042031 -0.1006 0.0041 -0.0309
H -0.852900 -2.301146 -3.359178 0.0251 0.0170 -0.0442
H -0.554441 -3.999699 -2.973256 0.0529 -0.0391 -0.0348
H 0.444344 -1.848163 -1.454966 -0.1464 -0.2452 0.1021
H 0.152038 -3.480223 -0.762469 -0.0478 0.2268 -0.0666
H -2.633864 -1.080620 -1.716965 0.0772 -0.1289 0.1540
H -3.400011 -2.148593 -0.503654 0.1637 0.0593 -0.0833
```
Positions in Å, forces in eV/Å.


(3)
The following is a quantum chemistry calculation of a single C5H3N3 molecule, from OMol25.

Results
Spin multiplicity: 1
Charge: 0
Total energy, Eh: -356.50502
ΔE to the lowest compared entry with this formula, charge and spin, kcal per mole: 42.1

Structure (XYZ):
```
11
Properties=species:S:1:pos:R:3:forces:R:3
C 0.809722 -0.809824 1.440616 0.3195 -0.9633 0.8659
C -0.089555 -1.402054 0.662382 -0.5705 -0.5807 -0.3215
C -0.436445 -0.375023 -0.319071 1.5887 0.2393 2.6711
N -1.124263 -0.094328 -1.303686 -1.1865 0.5882 -2.4269
C -0.673168 1.286853 -1.596932 0.9393 1.2945 1.3192
N 0.193358 1.840413 -0.788590 -1.0381 -0.5329 -0.8701
C 0.413349 0.807994 0.144030 0.1935 -0.8631 -0.5560
N 1.173722 0.540462 1.127319 -0.2994 1.3002 -0.7125
H 1.294393 -1.263064 2.289799 0.0570 -0.0139 0.0925
H -0.481669 -2.398783 0.765233 0.0211 -0.0154 -0.0298
H -1.079444 1.867354 -2.421100 -0.0247 -0.4531 -0.0319
```
Positions in Å, forces in eV/Å.


Computed molecular weight (g mol⁻¹) in order:
694.5 850.1 105.1
Computed largest force on an atom (eV Å⁻¹) in order:
2.49 4.37 3.12